Formula: C6H18N2O
Source: OMol25
Level of theory: ωB97M-V/def2-TZVPD

Atoms and positions in Å:
C1 -2.428 0.727 0.174
C2 -2.721 -0.753 -0.002
N1 -1.776 -1.303 -1.019
O1 -2.533 -1.477 1.187
H1 -1.152 0.845 0.029
H2 -2.835 1.281 -0.676
H3 -2.944 1.094 1.062
H4 -3.764 -0.962 -0.296
H5 -2.036 -0.947 -1.933
H6 -1.874 -2.314 -1.061
H7 -1.692 -1.167 1.558
C3 2.012 1.728 0.470
C4 1.495 0.355 0.026
C5 1.139 -0.489 1.254
C6 2.570 -0.366 -0.801
N2 0.269 0.556 -0.752
H8 2.885 1.623 1.113
H9 1.236 2.261 1.015
H10 2.299 2.327 -0.394
H11 0.409 0.036 1.869
H12 0.711 -1.443 0.950
H13 2.026 -0.677 1.856
H14 3.477 -0.510 -0.216
H15 2.213 -1.345 -1.122
H16 2.832 0.217 -1.685
H17 -0.288 -0.376 -1.009
H18 0.470 1.077 -1.600

SMILES = C[C@@H](N)O.CC(C)(C)N
Largest force on an atom = 3.6 eV/A
Energy = -424.120494 Ha
Energy above the lowest of the compared OMol25 structures with the same formula, charge and spin = 77.1 kJ/mol
Multiplicity = 1

List of Löwdin charges in e, atom by atom:
1 C -0.089
2 C -0.523
3 N 0.015
4 O -0.038
5 H 0.104
6 H 0.060
7 H 0.065
8 H 0.135
9 H 0.089
10 H 0.089
11 H 0.073
12 C -0.054
13 C -0.682
14 C -0.054
15 C -0.060
16 N -0.015
17 H 0.081
18 H 0.081
19 H 0.077
20 H 0.078
21 H 0.078
22 H 0.083
23 H 0.077
24 H 0.078
25 H 0.076
26 H 0.087
27 H 0.089



Formula: C3Cl3PS
Source: OMol25
Level of theory: ωB97M-V/def2-TZVPD

Atoms and positions in Å:
Cl1 -0.876 3.508 0.145
C1 -0.957 1.859 -0.239
C2 -1.295 0.706 -0.076
S1 -0.916 -0.851 -0.591
C3 0.478 -1.055 0.554
Cl2 0.082 -1.002 2.251
P1 1.964 -1.667 -0.068
Cl3 1.521 -1.497 -1.977

SMILES = ClC#CS/C(Cl)=P\Cl
Largest force on an atom = 3.1 eV/A
Energy = -2234.313572 Ha
Energy above the lowest of the compared OMol25 structures with the same formula, charge and spin = 121.1 kJ/mol
Multiplicity = 1

List of Löwdin charges in e, atom by atom:
1 Cl 0.650
2 C -0.622
3 C -0.529
4 S 0.736
5 C -1.389
6 Cl 0.547
7 P 0.457
8 Cl 0.150



Formula: C5H6NO
Source: OMol25
Level of theory: ωB97M-V/def2-TZVPD

Atoms and positions in Å:
O1 3.010 0.186 0.035
N1 1.883 -0.326 0.511
C1 0.555 -0.065 -0.522
C2 -0.196 1.150 -0.263
C3 -1.378 0.710 0.235
C4 -1.528 -0.691 0.135
C5 -0.389 -1.208 -0.283
H1 1.678 0.143 1.341
H2 1.165 -0.183 -1.437
H3 0.029 2.193 -0.510
H4 -2.017 1.402 0.631
H5 -2.580 -1.046 0.537
H6 -0.233 -2.265 -0.408

SMILES = [O-]NC1C=CC=C1
Largest force on an atom = 4.6 eV/A
Energy = -323.969169 Ha
Net charge = -1
Energy above the lowest of the compared OMol25 structures with the same formula, charge and spin = 164.0 kJ/mol
Multiplicity = 1

List of Löwdin charges in e, atom by atom:
1 O -0.420
2 N -0.215
3 C -0.293
4 C -0.091
5 C -0.190
6 C -0.177
7 C -0.108
8 H 0.025
9 H 0.126
10 H 0.098
11 H 0.041
12 H 0.119
13 H 0.085



Formula: C7H18F9FeN8O14S3
Source: OMol25
Level of theory: ωB97M-V/def2-TZVPD

Atoms and positions in Å:
Fe1 -0.336 -0.003 0.517
C1 2.601 -2.747 2.102
F1 3.150 -3.674 2.860
F2 3.508 -1.743 1.950
F3 2.352 -3.202 0.875
S1 1.049 -2.117 2.916
O1 0.515 -1.230 1.859
O2 0.289 -3.319 3.132
O3 1.518 -1.420 4.088
C2 -3.194 0.191 3.948
F4 -2.743 1.444 4.039
F5 -2.322 -0.623 4.546
F6 -4.353 0.095 4.577
S2 -3.339 -0.272 2.151
O4 -3.805 -1.632 2.107
O5 -4.258 0.722 1.625
O6 -1.955 -0.107 1.714
C3 2.797 -0.423 -2.662
F7 2.776 0.911 -2.754
F8 3.269 -0.902 -3.809
F9 3.589 -0.813 -1.682
S3 1.036 -1.043 -2.432
O7 1.151 -2.467 -2.642
O8 0.707 -0.709 -1.033
O9 0.247 -0.345 -3.429
O10 -0.660 1.944 1.212
H1 -0.949 2.743 0.759
H2 -0.203 2.221 2.015
C4 0.638 2.975 -2.400
O11 0.372 2.079 -1.612
N1 1.481 4.018 -2.102
N2 0.046 3.070 -3.624
H3 1.520 4.839 -2.676
H4 1.811 4.105 -1.160
H5 -0.532 2.323 -3.968
H6 0.397 3.660 -4.359
C5 -2.552 0.864 -1.738
O12 -1.839 0.501 -0.801
N3 -2.209 0.647 -3.028
N4 -3.756 1.456 -1.515
H7 -1.347 0.169 -3.271
H8 -2.908 0.772 -3.737
H9 -4.048 1.716 -0.589
H10 -4.416 1.375 -2.265
C6 -1.255 -3.233 0.190
O13 -1.233 -1.995 0.078
N5 -2.180 -3.835 0.953
N6 -0.391 -4.015 -0.506
H11 -2.134 -4.817 1.151
H12 -2.725 -3.258 1.580
H13 -0.303 -4.974 -0.229
H14 0.256 -3.573 -1.143
C7 2.661 1.422 0.986
O14 1.619 0.785 0.849
N7 3.876 0.853 0.845
N8 2.692 2.772 1.210
H15 3.962 -0.144 0.753
H16 4.722 1.360 1.024
H17 3.497 3.359 1.096
H18 1.846 3.244 1.462

Largest force on an atom = 2.2 eV/A
Energy = -5126.277992 Ha
Multiplicity = 6

List of Löwdin charges in e, atom by atom:
1 Fe 1.190
2 C -0.643
3 F 0.159
4 F 0.087
5 F 0.138
6 S 0.543
7 O -0.374
8 O -0.264
9 O -0.271
10 C -0.668
11 F 0.127
12 F 0.142
13 F 0.154
14 S 0.559
15 O -0.270
16 O -0.292
17 O -0.392
18 C -0.654
19 F 0.131
20 F 0.148
21 F 0.156
22 S 0.600
23 O -0.271
24 O -0.370
25 O -0.293
26 O -0.043
27 H 0.106
28 H 0.098
29 C -0.643
30 O 0.015
31 N 0.161
32 N 0.173
33 H 0.094
34 H 0.079
35 H 0.083
36 H 0.099
37 C -0.570
38 O -0.040
39 N 0.191
40 N 0.197
41 H 0.045
42 H 0.110
43 H 0.094
44 H 0.104
45 C -0.603
46 O -0.057
47 N 0.202
48 N 0.202
49 H 0.110
50 H 0.078
51 H 0.107
52 H 0.067
53 C -0.573
54 O -0.042
55 N 0.204
56 N 0.179
57 H 0.092
58 H 0.115
59 H 0.105
60 H 0.093



Formula: C9H19P
Source: OMol25
Level of theory: ωB97M-V/def2-TZVPD

Atoms and positions in Å:
C1 -1.602 -2.184 -1.531
P1 -1.371 -2.172 0.062
C2 -0.885 -0.438 0.584
C3 -0.017 -0.443 1.868
C4 -2.188 0.249 0.862
C5 -0.243 0.230 -0.650
C6 0.353 1.623 -0.407
C7 1.510 1.949 0.120
C8 -0.551 2.741 -0.991
H1 -1.910 -1.371 -2.168
H2 -1.716 -3.212 -1.928
H3 -0.655 -0.634 2.680
H4 0.493 0.447 2.096
H5 0.625 -1.291 1.859
H6 -2.629 0.034 1.827
H7 -3.004 0.108 0.143
H8 -2.076 1.300 0.932
H9 -0.827 0.347 -1.544
H10 0.537 -0.385 -0.912
H11 1.542 3.056 0.385
H12 2.070 1.107 0.679
H13 -0.449 3.682 -0.487
H14 -1.496 2.396 -0.751
H15 -0.296 2.850 -2.061
C9 2.947 -1.982 -0.127
H16 2.248 -1.213 0.052
H17 3.758 -1.993 0.659
H18 2.457 -3.010 -0.199
H19 3.375 -1.790 -1.052

SMILES = C=PC(C)(C)CC(=C)C.C
Largest force on an atom = 3.1 eV/A
Energy = -695.544344 Ha
Energy above the lowest of the compared OMol25 structures with the same formula, charge and spin = 83.2 kJ/mol
Multiplicity = 1

List of Löwdin charges in e, atom by atom:
1 C -0.366
2 P 0.961
3 C -0.700
4 C -0.077
5 C -0.139
6 C -0.195
7 C -0.356
8 C 0.016
9 C -0.051
10 H 0.005
11 H -0.005
12 H 0.058
13 H 0.057
14 H 0.050
15 H 0.076
16 H 0.087
17 H 0.061
18 H 0.096
19 H 0.058
20 H 0.088
21 H 0.085
22 H 0.066
23 H 0.027
24 H 0.098
25 C -0.036
26 H -0.049
27 H 0.048
28 H 0.053
29 H -0.014



Formula: C4H6S3
Source: OMol25
Level of theory: ωB97M-V/def2-TZVPD

Atoms and positions in Å:
C1 -1.906 -1.626 0.407
S1 -1.480 0.115 0.653
C2 -0.267 0.337 -0.582
S2 -0.284 -0.579 -1.919
C3 0.839 1.414 -0.290
C4 2.114 0.867 0.450
S3 3.604 1.190 -0.047
H1 -2.627 -1.839 1.153
H2 -2.453 -1.727 -0.528
H3 -1.005 -2.342 0.400
H4 0.337 2.173 0.337
H5 1.171 1.855 -1.257
H6 1.956 0.162 1.222

SMILES = CSC(=S)CC=S
Largest force on an atom = 2.4 eV/A
Energy = -1350.519546 Ha
Energy above the lowest of the compared OMol25 structures with the same formula, charge and spin = 72.3 kJ/mol
Multiplicity = 1

List of Löwdin charges in e, atom by atom:
1 C -0.437
2 S 0.831
3 C -1.131
4 S 0.696
5 C -0.327
6 C -0.658
7 S 0.705
8 H 0.008
9 H 0.012
10 H 0.079
11 H 0.097
12 H 0.094
13 H 0.030